No. 1
C3H34NO13 | ωB97M-V/def2-TZVPD

Relative energy (zero: lowest compared OMol25 entry of this formula, charge and spin): 85.2 kcal/mol
Frontier orbital gap: 10.789 eV
Charge: +1
LUMO level: -2.774 eV
DFT total energy: -1167.232867 Ha

XYZ file:
```
51
Properties=species:S:1:pos:R:3:forces:R:3
C 0.612 -1.680 0.483 1.564 -2.087 0.525
C -0.052 -2.520 -0.627 0.054 0.555 0.790
C 0.049 -4.039 -0.296 0.088 1.529 -0.076
O -1.337 -2.042 -0.701 -1.683 0.867 -2.725
N 0.905 -0.267 0.226 -2.569 3.532 0.367
H -0.133 -1.659 1.347 1.352 -0.565 -0.924
H 1.620 -2.230 0.664 -1.616 1.279 0.415
H 0.178 -2.246 -1.644 1.720 -0.433 -0.292
H 0.463 -4.115 0.719 1.600 -0.328 -0.690
H 0.569 -4.457 -1.232 -1.021 -0.512 2.171
H -0.922 -4.361 0.121 -0.278 -0.412 -1.833
H -1.753 -2.057 0.112 -1.507 -0.241 2.828
H 1.843 -0.034 -0.190 0.079 -0.660 -0.684
H 0.907 0.257 1.231 -0.472 -1.474 -2.650
H 0.085 0.192 -0.447 2.615 -1.371 2.242
H 2.707 2.059 -2.691 0.045 0.438 0.756
H 2.600 1.163 -3.855 1.199 -0.413 1.213
O 3.105 1.243 -2.991 -1.371 0.827 -3.329
H -2.397 -1.787 -4.153 -0.647 0.801 -0.554
H -2.809 -1.168 -2.874 -0.727 1.122 -2.766
O -2.923 -0.989 -3.905 1.100 -2.360 3.266
H -2.502 -0.014 3.528 0.157 -0.479 0.765
H -1.680 0.362 2.343 2.319 -0.183 -0.458
O -2.544 0.362 2.662 -2.485 0.606 -0.324
H -0.361 2.856 0.285 -0.735 0.927 1.078
H -1.538 3.104 1.311 -1.411 -0.023 0.173
O -0.609 3.169 1.204 2.190 -0.637 -1.460
H -0.903 1.587 -4.082 1.512 1.367 -2.196
H -1.993 0.461 -4.058 -0.955 -1.102 -1.039
O -1.459 1.068 -3.582 -0.161 0.196 3.430
H -2.398 1.787 0.041 -0.838 -0.689 0.107
H -3.224 0.543 0.499 0.186 -0.657 0.937
O -3.260 1.329 -0.022 0.608 1.380 -1.107
H 0.826 -1.068 3.240 3.091 -2.820 1.497
H 0.521 0.494 3.262 1.948 3.695 1.669
O 0.316 -0.359 3.065 -4.858 -0.737 -2.861
H 3.619 0.805 -0.737 0.031 -0.710 1.132
H 3.413 0.170 -1.984 -0.704 -1.455 1.724
O 3.329 -0.095 -0.989 0.655 1.000 -1.471
H 1.440 2.787 3.688 -0.356 -1.492 -0.184
H 0.994 2.716 2.323 -0.997 -0.006 -1.095
O 1.140 2.096 3.035 1.450 1.766 1.429
H -1.181 -3.131 3.186 3.808 -4.692 2.682
H -2.654 -2.936 2.815 2.104 0.714 0.228
O -1.724 -2.540 2.849 -5.985 3.774 -2.965
H -0.282 3.432 -2.348 0.461 -0.748 1.605
H -0.963 2.191 -1.958 -0.039 -0.591 0.078
O -0.219 2.728 -1.634 -0.485 1.067 -1.689
H 3.303 1.888 1.560 -0.115 -0.166 0.943
H 3.802 2.928 0.561 -0.062 -0.302 0.082
O 3.475 2.018 0.638 0.141 0.903 -0.760
```
Positions in Å, forces in eV/Å.


No. 2
CH3N3O | ωB97M-V/def2-TZVPD

Relative energy (zero: lowest compared OMol25 entry of this formula, charge and spin): 101.3 kcal/mol
Frontier orbital gap: 9.088 eV
LUMO level: -0.396 eV
SMILES string: N=C=N.N=O
DFT total energy: -279.265780 Ha

XYZ file:
```
8
Properties=species:S:1:pos:R:3:forces:R:3
N 1.589 0.335 -1.289 1.225 1.105 -2.856
C 1.374 0.226 -0.126 -0.848 -0.927 -0.465
N 1.030 -0.361 0.849 -0.054 -1.011 4.256
H 1.006 0.687 -2.029 0.019 0.344 0.368
H 1.185 -0.258 1.860 -0.107 0.407 -1.240
N -2.044 -0.273 0.626 1.673 2.080 1.716
O -1.513 0.596 -0.032 -1.484 -1.729 0.007
H -2.625 -0.952 0.141 -0.423 -0.269 -1.786
```
Positions in Å, forces in eV/Å.


No. 3
C20H55N5O5Zr | ωB97M-V/def2-TZVPD

Relative energy (zero: lowest compared OMol25 entry of this formula, charge and spin): 3.2 kcal/mol
Frontier orbital gap: 8.067 eV
Charge: +4
LUMO level: -12.485 eV
DFT total energy: -1490.424343 Ha

XYZ file:
```
86
Properties=species:S:1:pos:R:3:forces:R:3
Zr 0.304 -0.755 -0.231 -2.440 0.334 1.475
C 3.777 -1.169 -2.734 -0.338 2.722 0.693
C 2.501 -1.472 -1.924 4.114 -0.188 0.212
C 2.904 -2.183 -0.628 2.152 -1.432 -3.423
O 1.889 -2.030 0.275 0.080 -2.504 2.383
C 2.245 -2.831 1.440 -2.526 -2.049 2.149
N 1.969 -0.235 -1.400 3.666 4.670 -3.303
H 4.705 -0.922 -2.220 -0.311 0.421 0.911
H 3.607 -0.338 -3.450 -0.145 -0.303 0.321
H 4.137 -1.913 -3.316 0.413 -2.930 -1.976
H 1.868 -1.864 -2.658 -1.340 -1.101 -0.373
H 3.781 -1.627 -0.327 0.407 0.079 0.574
H 3.239 -3.252 -0.745 -0.546 0.980 0.032
H 3.035 -2.467 2.009 1.894 1.322 0.254
H 2.505 -3.910 1.257 -0.441 1.107 -0.677
H 1.417 -2.827 2.218 0.689 0.030 -1.486
H 2.114 0.444 -2.239 -1.665 -1.234 1.124
H 2.798 0.279 -0.967 -1.071 -1.118 0.500
C 1.008 -0.543 3.435 2.521 3.883 1.460
C 0.978 0.737 2.573 1.231 -0.358 2.536
C 1.898 1.927 3.040 -2.664 -0.194 0.983
O 1.619 2.922 2.128 -1.279 -0.773 -2.106
C 1.785 4.248 2.516 4.479 1.377 -4.580
N 1.431 0.386 1.184 3.077 3.664 2.193
H 0.852 -0.158 4.453 0.140 -0.443 0.028
H 1.971 -1.048 3.422 -0.228 -0.191 -0.044
H 0.175 -1.060 3.215 -2.576 -2.577 -0.811
H -0.029 1.143 2.758 0.284 0.061 -0.903
H 2.919 1.739 3.042 2.165 -0.888 0.156
H 1.596 2.253 4.042 0.047 -0.321 0.075
H 1.356 4.443 3.378 -1.880 0.864 4.521
H 1.423 5.015 1.781 -0.134 -1.251 0.263
H 2.908 4.423 2.482 -1.221 0.228 0.760
H 2.385 -0.012 1.460 -1.481 0.245 -0.758
H 1.748 1.432 0.970 -1.010 -1.921 -0.779
C -3.068 -0.771 -2.654 -0.321 1.613 0.149
C -1.827 -1.208 -1.891 -4.731 0.961 -0.950
C -1.229 -2.394 -2.505 -1.916 1.449 0.213
O -0.114 -2.478 -1.650 0.943 -3.241 -1.166
C 0.360 -3.805 -2.032 0.981 -1.307 0.366
N -0.885 -0.085 -1.811 -1.575 2.251 -5.042
H -3.706 0.043 -2.249 1.083 0.029 0.363
H -3.826 -1.508 -2.681 -0.369 -1.381 -0.724
H -2.714 -0.414 -3.600 -0.384 -0.109 -1.129
H -2.345 -1.549 -1.005 0.954 0.328 1.385
H -0.993 -2.246 -3.553 0.507 -0.098 -0.260
H -1.988 -3.206 -2.437 0.962 0.049 0.142
H 1.325 -3.998 -1.594 0.047 -0.229 0.514
H 0.541 -3.811 -3.087 -0.025 0.164 -0.771
H -0.383 -4.624 -1.837 0.673 1.013 0.213
H -1.419 0.831 -2.124 0.856 -1.629 2.220
H -0.468 -0.150 -2.779 0.430 -0.214 1.015
C -2.174 4.878 -0.114 3.400 -0.930 -0.442
C -1.676 3.423 -0.617 0.566 2.336 -0.169
C -0.389 3.034 0.116 -1.719 0.620 -0.432
O 0.290 2.053 -0.683 1.931 0.588 -0.581
C 0.996 2.719 -1.802 -1.879 -0.272 -0.716
N -2.679 2.407 -0.458 -1.091 -0.505 1.519
H -1.519 5.747 -0.375 -0.051 -0.982 -0.357
H -2.164 4.969 0.960 -0.633 -0.473 0.554
H -3.066 5.089 -0.577 -2.421 0.454 -0.616
H -1.428 3.414 -1.712 -0.247 0.573 0.870
H -0.624 2.610 1.124 0.508 0.619 -0.839
H 0.135 3.993 0.183 0.624 -0.630 0.381
H 0.355 2.760 -2.678 -0.535 -0.359 -0.155
H 1.854 2.215 -2.185 0.899 -0.407 0.571
H 1.195 3.770 -1.709 0.449 0.433 1.099
H -3.516 2.693 -0.945 -0.258 -0.100 -0.603
H -3.028 2.510 0.514 0.142 -0.060 -0.382
C -3.744 -0.334 1.041 -0.539 -1.703 1.233
C -2.323 -0.621 1.563 -1.360 0.272 1.496
C -1.900 -2.084 1.596 -2.194 1.507 -2.161
O -0.632 -2.323 0.929 -1.317 0.023 1.163
C -0.611 -3.740 0.819 1.894 -1.813 -2.114
N -1.379 0.187 0.848 0.766 1.277 0.092
H -3.821 -0.113 -0.016 -0.037 -0.489 -0.294
H -4.149 0.524 1.563 -0.069 0.236 0.110
H -4.366 -1.206 1.404 0.207 1.004 -0.873
H -2.386 -0.163 2.553 0.308 -0.803 0.440
H -2.755 -2.568 1.076 0.958 -0.492 -0.135
H -1.867 -2.506 2.529 0.301 -0.843 2.482
H 0.415 -4.101 0.522 -1.359 0.617 -0.210
H -1.404 -4.066 0.122 0.524 0.135 0.223
H -0.741 -4.262 1.724 -0.594 -0.048 1.610
H -1.000 0.819 1.542 0.597 -0.124 -0.035
H -1.983 0.870 0.392 0.046 0.479 -1.654
```
Positions in Å, forces in eV/Å.


No. 4
C4H9NO | ωB97M-V/def2-TZVPD

Relative energy (zero: lowest compared OMol25 entry of this formula, charge and spin): 112.7 kcal/mol
Frontier orbital gap (spin up / spin down): 7.308 / 7.311 eV
LUMO level (spin up / spin down): 0.893 / 0.893 eV
DFT total energy: -287.652913 Ha

XYZ file:
```
15
Properties=species:S:1:pos:R:3:forces:R:3
C -1.461 0.442 1.402 -0.066 0.060 -0.015
C -0.238 -0.145 0.766 0.101 0.004 0.198
C 0.053 -0.809 -1.654 -0.058 -0.091 -0.193
N 0.886 0.630 0.681 -0.141 -0.017 -0.077
C 1.874 0.259 -0.138 -0.023 0.009 -0.089
O 1.691 -0.833 -0.775 -0.108 0.164 0.120
H -2.361 -0.025 0.984 0.108 0.049 0.057
H -1.547 1.517 1.200 0.038 -0.146 0.009
H -1.514 0.306 2.494 0.048 -0.012 -0.153
H -0.042 -1.204 0.872 -0.042 0.131 -0.104
H 0.638 -1.143 -2.506 -0.063 0.055 0.120
H -0.377 0.177 -1.823 0.122 -0.083 0.096
H -0.688 -1.550 -1.361 0.210 0.146 0.053
H 0.865 1.585 1.016 0.021 -0.123 -0.033
H 2.668 0.973 -0.359 -0.148 -0.147 0.013
```
Positions in Å, forces in eV/Å.